C19H14BrN3NaO3SbSe4 as an isolated structure, computed with ωB97M-V/def2-TZVPD.

Net charge: -2
Energy relative to the best compared isomer or geometry (same formula, charge and spin): 0.118 eV
F_max: 0.009 hartree/bohr
Frontier orbital gap: 5.416 eV
Spin multiplicity: 1
LUMO energy: 3.7 eV

```
46
C19H14BrN3NaO3SbSe4 ωB97M-V/def2-TZVPD
Na -0.070 0.436 -0.648
O -0.990 0.614 -2.704
C -1.255 -0.208 -3.634
C -2.113 0.171 -4.720
C -2.429 -0.674 -5.758
C -1.919 -1.978 -5.802
C -1.092 -2.384 -4.770
C -0.739 -1.559 -3.696
C 0.142 -2.142 -2.688
N 0.609 -1.548 -1.655
N 1.418 -2.339 -0.854
C 1.734 -1.754 0.282
O 1.384 -0.611 0.718
C 2.617 -2.590 1.177
C 3.148 -2.019 2.329
C 3.929 -2.762 3.204
C 4.201 -4.094 2.925
C 3.691 -4.669 1.766
C 2.906 -3.924 0.899
H -2.508 1.181 -4.687
H -3.083 -0.319 -6.550
H -2.164 -2.650 -6.615
H -0.686 -3.393 -4.781
H 0.415 -3.192 -2.852
H 2.938 -0.974 2.519
H 4.304 -2.307 4.113
H 4.799 -4.682 3.611
H 3.900 -5.710 1.542
H 2.493 -4.358 -0.001
O -1.880 3.572 4.492
C -1.495 3.217 3.243
C -0.199 2.813 2.961
C 0.085 2.355 1.692
N -0.813 2.328 0.696
C -2.016 2.785 0.980
Br -3.275 2.753 -0.450
C -2.432 3.239 2.215
H -1.337 3.056 5.114
H 0.559 2.783 3.736
H 1.065 1.947 1.470
H -3.450 3.549 2.395
Se 2.652 -1.531 7.037
Sb 1.727 0.204 5.699
Se 2.758 2.354 5.510
Se -0.817 0.404 5.731
Se 0.277 -0.469 3.747
```

Results of the Mulliken charge analysis, in e, for atoms 1 through 5: atom 1 (Na): 1.20, atom 2 (O): -0.83, atom 3 (C): 0.26, atom 4 (C): -0.61, atom 5 (C): -0.32